[1]
8
Properties=species:S:1:pos:R:3:lowdin_charge:R:1 method="wB97M-V/def2-TZVPD" energy_ev=-12915.27470 orbital_gap_ev=9.732 largest_force_ev_per_a=2.489 smiles="C=C.N#P" de_lowest_kj_mol=121.0
P 2.7960 -0.2024 -0.3997 0.60
N 2.4876 -0.0297 1.0349 -0.53
C -0.8653 0.1832 -0.7398 -0.12
C -0.8727 -0.0811 0.6053 -0.10
H -1.3495 1.0011 -1.2637 0.03
H -1.1684 0.7030 1.3376 0.06
H -0.4157 -1.0255 0.9394 0.04
H -0.6120 -0.5487 -1.5141 0.03

=====

[2]
8
Properties=species:S:1:pos:R:3:lowdin_charge:R:1 method="wB97M-V/def2-TZVPD" energy_ev=-12914.81324 orbital_gap_ev=7.782 largest_force_ev_per_a=3.723 smiles="C[C@H]1N=P1" de_lowest_kj_mol=165.6
P 0.0018 2.1173 0.3469 0.84
N -0.0251 1.0020 1.4545 -0.41
C 0.3999 -0.6728 -0.4665 -0.16
C -0.5617 0.1624 0.3633 -0.51
H 1.1002 0.0350 -0.9463 0.04
H -0.0540 -1.3071 -1.3250 0.10
H 0.7736 -1.3768 0.2100 0.04
H -1.6348 0.0399 0.3630 0.06

=====

[3]
9
Properties=species:S:1:pos:R:3:lowdin_charge:R:1 method="wB97M-V/def2-TZVPD" energy_ev=-23748.96569 orbital_gap_ev="7.574 / 7.570" largest_force_ev_per_a=7.701 smiles="C1=NPCS1" de_lowest_kj_mol=354.2
S 1.3318 -0.9506 0.0889 0.86
P -1.1331 1.0254 0.0947 0.66
N -0.6516 0.6393 -1.4233 -0.40
C 0.3911 0.2499 1.0296 -0.74
C 0.5314 -0.5829 -1.3250 -0.47
H 0.6743 -1.0640 -2.3651 0.07
H -1.9860 -0.2032 0.4009 -0.06
H -0.2445 -0.1147 1.9056 0.02
H 1.0867 1.0008 1.5938 0.06